Record 1
36
Properties=species:S:1:pos:R:3 method="wB97M-V/def2-TZVPD" spin_multiplicity=1 homo_lumo_gap_ev=11.6 de_lowest_ev=0.420 smiles=O.O.O.O.O.O.O.O.O.O.O.O
O 3.404 -1.558 -0.044
H 2.973 -1.271 -0.836
H 3.441 -0.756 0.505
O -1.018 -1.968 2.296
H -1.045 -2.192 3.231
H -0.225 -2.414 1.941
O -3.030 -0.492 1.232
H -2.379 0.131 1.078
H -2.510 -1.105 1.825
O 2.342 1.657 -0.730
H 1.771 0.992 -1.155
H 2.909 2.020 -1.450
O 0.081 -0.108 -1.234
H 0.131 0.110 -0.302
H -0.325 -0.975 -1.119
O 1.111 -3.186 0.937
H 1.775 -2.498 0.738
H 0.669 -3.495 0.141
O -3.648 -0.246 -1.817
H -3.161 0.541 -1.949
H -3.669 -0.461 -0.895
O 3.453 0.974 1.765
H 3.066 1.366 0.929
H 2.657 0.566 2.102
O 0.309 3.444 0.328
H -0.315 3.679 -0.378
H 1.072 3.056 -0.074
O -1.615 -2.331 -1.442
H -2.017 -2.195 -0.562
H -2.348 -1.815 -1.887
O -1.224 2.513 -2.207
H -1.385 2.783 -3.112
H -1.065 1.580 -2.036
O -0.020 0.913 1.140
H -0.050 1.869 0.947
H -0.116 0.874 2.092


Record 2
36
Properties=species:S:1:pos:R:3 method="wB97M-V/def2-TZVPD" spin_multiplicity=1 homo_lumo_gap_ev=10.3 de_lowest_ev=5.126 smiles=O.O.O.O.O.O.O.O.O.O.O.O
O -2.357 -1.259 2.203
H -3.073 -0.740 1.904
H -1.888 -0.554 2.688
O 0.842 2.780 0.026
H 0.855 2.792 1.008
H 1.461 3.515 -0.167
O -0.897 -0.840 -0.051
H -0.888 0.028 -0.108
H -1.685 -1.254 -0.501
O 0.941 -0.217 1.742
H 1.351 -0.468 0.880
H 0.253 -0.986 1.857
O -0.535 1.102 -3.061
H 0.099 0.301 -3.021
H -1.284 0.415 -3.150
O -0.082 -1.659 -2.429
H 0.649 -2.348 -2.320
H -0.429 -1.644 -1.547
O 3.226 -1.380 -1.868
H 3.239 -0.455 -2.234
H 3.933 -1.732 -2.398
O 1.120 -0.339 4.431
H 1.370 -0.360 3.530
H 0.564 0.412 4.539
O -0.345 -0.181 -5.268
H -0.638 0.544 -4.728
H -0.574 -1.016 -4.669
O 1.502 -2.762 -0.335
H 2.166 -3.007 -0.990
H 1.908 -1.987 -0.024
O -2.686 1.354 1.841
H -2.957 2.362 1.796
H -1.741 1.148 2.021
O -1.087 3.145 2.653
H -1.038 2.938 3.528
H -1.292 2.352 2.220


Record 3
36
Properties=species:S:1:pos:R:3 method="wB97M-V/def2-TZVPD" spin_multiplicity=1 homo_lumo_gap_ev=9.0 de_lowest_ev=1.203 smiles=O.O.O.O.O.O.O.O.O.O.O.O
O -0.522 -0.460 -0.091
H -0.750 0.302 0.466
H -0.487 -1.216 0.516
O 1.186 -3.727 -1.029
H 0.933 -3.210 -1.819
H 1.299 -3.060 -0.340
O -0.444 2.456 -1.974
H -1.161 2.011 -1.476
H -0.257 3.269 -1.490
O 2.296 -0.208 1.459
H 2.364 0.771 1.523
H 3.074 -0.542 1.924
O 1.229 -1.459 -2.753
H 1.155 -0.699 -2.154
H 2.119 -1.392 -3.114
O -1.729 -2.294 2.602
H -2.008 -2.862 3.327
H -0.758 -2.351 2.595
O -2.293 -0.780 -2.358
H -1.513 -0.750 -1.780
H -2.885 -0.127 -1.972
O 1.869 2.456 1.406
H 2.087 3.381 1.552
H 0.906 2.441 1.279
O 2.061 0.845 -1.334
H 1.235 1.353 -1.283
H 2.006 0.225 -0.591
O -1.306 2.318 1.366
H -1.731 2.888 0.713
H -1.946 2.247 2.085
O 0.995 -2.526 1.605
H 1.563 -3.149 2.073
H 1.433 -1.642 1.678
O -3.038 1.631 -1.022
H -3.449 2.435 -1.371
H -3.533 1.428 -0.216


Record 4
36
Properties=species:S:1:pos:R:3 method="wB97M-V/def2-TZVPD" spin_multiplicity=1 homo_lumo_gap_ev=9.8 de_lowest_ev=3.842 smiles=O.O.O.O.O.O.O.O.O.O.O.O
O -0.920 -0.037 1.274
H -0.759 -0.663 0.559
H -0.444 0.757 1.003
O 0.467 -2.777 -1.271
H 1.090 -2.174 -1.693
H -0.373 -2.305 -1.303
O 3.791 3.227 1.026
H 3.412 2.341 0.993
H 3.152 3.737 1.536
O -4.109 2.764 -1.153
H -3.164 2.766 -0.966
H -4.233 3.518 -1.741
O 2.771 -0.315 -2.882
H 3.582 -0.834 -2.927
H 2.086 -0.966 -2.693
O 1.176 -2.049 2.856
H 0.886 -1.472 3.571
H 1.305 -1.451 2.111
O -2.454 -3.078 -0.823
H -2.028 -3.394 -1.627
H -2.782 -3.880 -0.400
O 4.062 -0.009 0.081
H 4.265 0.097 1.017
H 3.393 0.663 -0.091
O -4.013 1.309 2.109
H -4.248 2.030 2.703
H -3.465 1.728 1.436
O 1.004 3.621 -0.942
H 1.416 3.257 -1.735
H 0.344 2.962 -0.699
O -4.449 -1.236 -0.258
H -5.085 -0.512 -0.281
H -4.233 -1.388 -1.185
O 3.155 -2.295 0.933
H 2.571 -2.491 0.192
H 2.835 -1.450 1.267